{
  "formula": "C5H32N2O11",
  "method": "ωB97M-V/def2-TZVPD",
  "e_homo_ha": -0.344,
  "homo_lumo_gap_ev": 9.6,
  "e_above_lowest_kcal_mol": 104.5,
  "lumo_energy_ha": 0.009,
  "total_charge": 0,
  "smiles": "CC[C@H](CN)NC=O.O.O.O.O.O.O.O.O.O.O",
  "elements": ["C", "C", "C", "C", "N", "N", "C", "O", "H", "H", "H", "H", "H", "H", "H", "H", "H", "H", "H", "H", "O", "H", "H", "O", "H", "H", "O", "H", "H", "O", "H", "H", "O", "H", "H", "O", "H", "H", "O", "H", "H", "O", "H", "H", "O", "H", "H", "O", "H", "H"],
  "coordinates": [[0.442, 1.799, -0.530], [-0.392, 0.749, 0.110], [-0.278, -0.645, -0.566], [-1.167, -1.711, 0.209], [-2.574, -1.603, 0.298], [1.126, -0.955, -0.510], [1.755, -1.857, 0.370], [3.024, -1.821, 0.468], [1.442, 1.891, -0.262], [0.093, 2.864, -0.574], [0.678, 1.717, -1.658], [-0.122, 0.514, 1.137], [-1.370, 1.026, 0.161], [-0.646, -0.701, -1.643], [-0.925, -2.736, -0.280], [-0.924, -1.949, 1.280], [-2.976, -1.685, -0.617], [-2.971, -0.751, 0.625], [1.814, -0.326, -0.897], [1.248, -2.475, 1.055], [1.705, 1.293, 2.815], [1.526, 0.332, 2.692], [1.969, 1.526, 3.635], [3.194, 0.083, -2.659], [4.011, -0.200, -2.174], [2.975, 1.057, -2.538], [-3.058, 2.208, 2.811], [-3.231, 2.571, 1.925], [-2.193, 2.636, 2.965], [-0.837, 0.809, -3.417], [-0.195, 0.003, -3.696], [-0.672, 1.312, -4.175], [-2.762, 2.585, 0.164], [-1.947, 2.701, -0.238], [-3.348, 2.134, -0.450], [1.284, -1.311, -3.865], [1.238, -2.191, -3.804], [2.097, -0.846, -3.361], [0.664, -1.118, 2.959], [-0.242, -0.662, 3.033], [0.824, -1.326, 3.845], [-2.208, -1.114, 3.416], [-2.905, -1.053, 2.730], [-2.249, -0.220, 3.816], [-3.136, 0.603, -1.712], [-4.047, 0.542, -2.188], [-2.422, 0.295, -2.295], [3.900, 0.475, -0.289], [3.970, -0.515, -0.078], [3.319, 0.888, 0.427]],
  "atomic_forces_ev_per_a": [[0.233, 2.090, -3.498], [1.394, -2.131, -0.447], [-1.472, 0.020, 0.421], [2.265, -2.269, 0.644], [-1.393, -0.453, -1.236], [1.222, -3.317, 2.012], [3.184, 3.272, -1.919], [-2.682, -1.001, -0.184], [1.721, -0.015, 1.633], [-0.233, -0.829, 0.754], [-1.191, -0.743, 1.227], [0.384, 0.506, 0.137], [-2.623, 0.561, -0.027], [0.607, 0.392, 1.300], [-0.495, 1.538, 0.491], [0.881, 0.908, -0.946], [-0.353, -0.159, -0.379], [0.370, 0.991, 0.441], [-0.046, 0.141, -0.392], [-1.265, -0.762, 0.262], [-1.297, -0.718, -4.897], [0.275, 0.619, 0.825], [1.322, 0.585, 4.027], [-0.011, 0.891, -0.696], [-1.355, 1.215, -0.402], [1.096, -2.078, 0.229], [0.779, 0.583, 0.199], [-0.120, -0.430, -0.058], [-0.503, -0.423, 0.256], [1.959, -3.958, 0.288], [-1.645, 1.741, 1.312], [-0.107, 1.833, -1.820], [-2.921, 0.543, 1.530], [2.218, 0.342, -1.432], [0.423, -0.189, -0.346], [1.328, 6.953, 0.377], [0.163, -5.093, 0.689], [-1.822, -1.639, -1.129], [-2.287, 1.354, -1.695], [1.410, -1.256, -0.429], [0.668, -0.795, 2.250], [-0.401, 1.143, -0.114], [0.551, -0.302, 0.388], [-0.189, -0.574, -0.197], [-2.829, -0.167, -0.872], [2.827, -0.042, 0.897], [-0.316, 0.391, -0.406], [-0.304, 0.264, 1.795], [-0.797, 1.612, 0.289], [1.374, -1.147, -1.155]]
}


{
  "formula": "C5H32N2O11",
  "method": "ωB97M-V/def2-TZVPD",
  "e_homo_ha": -0.367,
  "homo_lumo_gap_ev": 10.3,
  "e_above_lowest_kcal_mol": 2.2,
  "lumo_energy_ha": 0.012,
  "total_charge": 0,
  "smiles": "CCCC(=O)NCN.O.O.O.O.O.O.O.O.O.O",
  "elements": ["C", "C", "C", "C", "O", "N", "C", "N", "H", "H", "H", "H", "H", "H", "H", "H", "H", "H", "H", "H", "O", "H", "H", "O", "H", "H", "O", "H", "H", "O", "H", "H", "O", "H", "H", "O", "H", "H", "O", "H", "H", "O", "H", "H", "O", "H", "H", "O", "H", "H"],
  "coordinates": [[-1.323, -3.290, -2.147], [-1.155, -2.778, -0.717], [0.042, -1.818, -0.570], [-0.093, -0.639, -1.470], [0.757, -0.419, -2.364], [-1.104, 0.226, -1.278], [-1.360, 1.362, -2.189], [-0.655, 2.581, -1.820], [-1.611, -2.510, -2.862], [-0.415, -3.735, -2.552], [-2.067, -4.097, -2.180], [-1.047, -3.637, -0.047], [-2.067, -2.231, -0.373], [0.979, -2.365, -0.842], [0.120, -1.525, 0.467], [-1.790, 0.073, -0.546], [-1.137, 1.080, -3.232], [-2.445, 1.563, -2.151], [-0.764, 2.825, -0.852], [0.293, 2.602, -2.133], [0.857, 1.810, 1.435], [0.382, 1.393, 0.705], [1.755, 2.020, 1.084], [-1.206, -0.979, 3.000], [-1.355, -1.487, 3.807], [-0.517, -0.300, 3.309], [-0.213, -1.268, 5.598], [0.140, -0.493, 5.122], [0.562, -1.807, 5.769], [3.277, 2.166, 0.313], [4.114, 2.162, 0.777], [3.336, 1.526, -0.438], [0.536, 0.807, 3.921], [0.921, 1.022, 3.020], [-0.056, 1.581, 4.062], [-1.859, 2.884, 3.518], [-1.207, 3.200, 2.879], [-2.420, 2.246, 3.031], [1.787, 1.816, -3.637], [1.291, 1.063, -3.281], [1.789, 1.733, -4.591], [1.533, -2.684, -3.646], [1.204, -1.870, -3.212], [2.489, -2.635, -3.650], [-3.031, 0.823, 2.137], [-3.925, 0.595, 2.391], [-2.445, 0.102, 2.506], [3.331, 0.394, -1.746], [2.510, -0.117, -1.850], [3.261, 1.029, -2.475]],
  "atomic_forces_ev_per_a": [[-0.266, -0.380, -0.170], [-0.533, 0.361, 0.003], [0.368, -1.419, -0.243], [0.266, 0.886, 0.024], [-0.635, 0.065, 0.213], [-0.127, -0.285, -0.387], [-0.132, 0.793, 0.282], [-0.911, -0.649, -0.675], [-0.098, -0.033, 0.190], [0.237, 0.112, 0.205], [-0.068, 0.369, -0.010], [0.167, 0.274, 0.025], [0.468, -0.498, -0.272], [-0.701, 0.572, 0.134], [0.015, 0.342, 0.382], [0.251, -0.206, -0.077], [0.150, 0.075, 0.616], [0.419, -0.212, 0.120], [0.047, 0.086, 0.193], [0.557, 0.070, -0.034], [-0.096, -0.031, -0.093], [0.114, 0.053, 0.127], [-0.014, -0.061, -0.091], [0.548, 0.798, -0.046], [0.056, -0.117, 0.098], [-0.906, -0.896, -0.448], [0.043, 0.143, -0.030], [0.025, -0.202, 0.302], [0.034, -0.122, 0.094], [-0.266, 0.077, -0.205], [0.170, -0.087, 0.005], [0.143, -0.002, 0.281], [0.137, 1.081, -0.813], [-0.378, -0.130, 0.771], [0.159, -0.445, 0.062], [0.358, -0.023, 0.059], [-0.236, -0.024, -0.018], [0.252, 0.084, -0.012], [0.217, 0.342, 0.203], [-0.171, -0.297, -0.191], [-0.073, -0.065, -0.172], [-0.416, -0.044, 0.003], [0.469, -0.345, -0.254], [0.204, 0.139, 0.041], [0.414, -0.329, -0.099], [-0.223, -0.085, 0.048], [-0.280, 0.220, -0.146], [0.071, 0.028, -0.022], [0.145, 0.002, 0.122], [0.025, 0.016, -0.099]]
}